Entry from OMol25: C33H33BMnN4O4 as an isolated structure (ωB97M-V/def2-TZVPD).

XYZ file:
```
76
Properties=species:S:1:pos:R:3
Mn 1.041 0.772 -0.736
C 0.166 1.890 -4.203
C -0.698 2.550 -3.173
C -1.883 3.182 -3.555
C -2.664 3.797 -2.600
C -2.225 3.822 -1.285
C -1.024 3.203 -0.980
N -0.301 2.541 -1.897
C -0.424 3.269 0.374
C -0.852 4.161 1.348
C -0.207 4.174 2.571
C 0.855 3.315 2.790
C 1.238 2.459 1.769
N 0.601 2.444 0.595
C 2.346 1.489 1.908
C 3.265 1.561 2.939
C 4.251 0.591 3.021
C 4.281 -0.417 2.080
C 3.343 -0.428 1.052
C 3.371 -1.501 0.012
N 2.404 0.526 0.971
H 0.115 2.434 -5.145
H -0.182 0.874 -4.394
H 1.198 1.846 -3.862
H -2.175 3.183 -4.596
H -3.596 4.273 -2.874
H -2.813 4.315 -0.525
H -1.663 4.845 1.154
H -0.527 4.855 3.348
H 1.359 3.304 3.744
H 3.228 2.362 3.661
H 4.987 0.626 3.814
H 5.029 -1.195 2.122
H 3.863 -2.392 0.395
H 3.926 -1.165 -0.865
H 2.357 -1.774 -0.289
O 3.575 -0.868 -3.268
C 2.614 -0.320 -2.762
O 2.567 0.796 -2.115
C 1.281 -1.072 -2.825
C 1.208 -2.322 -3.469
C -0.001 -2.947 -3.527
C -1.146 -2.334 -2.959
C -2.435 -2.907 -3.031
C -3.509 -2.270 -2.474
C -3.338 -1.034 -1.820
C -2.099 -0.463 -1.719
C -0.980 -1.104 -2.286
N 0.256 -0.523 -2.205
H 2.116 -2.721 -3.896
H -0.113 -3.910 -4.011
H -2.557 -3.853 -3.542
H -4.496 -2.707 -2.540
H -4.199 -0.534 -1.395
H -1.958 0.490 -1.222
C -2.032 -0.903 3.605
C -0.776 -1.095 2.781
C 0.455 -1.109 3.676
O -0.622 0.060 1.888
B -0.078 -0.423 0.739
O -0.058 -1.778 0.641
C -0.826 -2.292 1.781
C -0.159 -3.560 2.272
C -2.226 -2.583 1.265
H -1.903 -0.051 4.272
H -2.222 -1.787 4.215
H -2.899 -0.720 2.974
H 0.514 -0.159 4.206
H 1.369 -1.237 3.093
H 0.397 -1.911 4.411
H 0.898 -3.403 2.481
H -0.247 -4.334 1.510
H -0.648 -3.918 3.179
H -2.711 -1.674 0.909
H -2.843 -3.032 2.044
H -2.156 -3.281 0.431
```

Frontier orbital gap (spin up / spin down) = 8.28 / 8.25 eV
HOMO energy (spin up / spin down) = -11.60 / -11.56 eV
Calculated total energy = -2973.1997 hartree
Charge = +1
2S+1 = 5
<S²> = 6.298

---

Entry from OMol25: the molecule C5H4N2 (ωB97M-V/def2-TZVPD).

XYZ file:
```
11
Properties=species:S:1:pos:R:3
C 0.004 -2.555 1.211
C 0.223 -1.435 0.818
C 0.221 -0.168 0.205
C -0.431 0.994 0.554
C -0.204 1.850 -0.538
N 0.487 1.253 -1.504
N 0.730 0.031 -1.038
H -0.715 -3.335 1.105
H -1.021 1.136 1.449
H -0.477 2.890 -0.646
H 1.183 -0.661 -1.616
```

Frontier orbital gap = 9.73 eV
SMILES = C#Cc1ccn[nH]1
HOMO energy = -9.13 eV
Calculated total energy = -302.3425 hartree
Charge = 0
2S+1 = 1
Energy above the lowest of the compared OMol25 structures with the same formula, charge and spin = 53.8 kcal/mol

---

Entry from OMol25: C4H16BrN8O4Pb as an isolated structure (ωB97M-V/def2-TZVPD).

XYZ file:
```
34
Properties=species:S:1:pos:R:3
Pb 0.486 -0.807 -0.078
Br 3.224 -0.704 -0.748
C -0.753 0.975 -2.773
O 0.236 0.496 -2.239
N -0.734 2.125 -3.493
N -1.998 0.427 -2.645
H 0.111 2.671 -3.450
H -1.558 2.620 -3.779
H -1.971 -0.503 -2.259
H -2.823 0.788 -3.083
C 1.335 2.443 0.945
O 0.511 1.662 0.467
N 2.673 2.216 0.961
N 1.014 3.675 1.433
H 3.009 1.322 0.622
H 3.286 2.984 1.164
H 1.675 4.147 2.024
H 0.047 3.948 1.444
C -1.223 -3.429 -2.101
O -0.696 -2.322 -1.857
N -0.515 -4.558 -2.071
N -2.494 -3.478 -2.557
H 0.477 -4.504 -1.924
H -0.926 -5.452 -2.269
H -3.104 -2.692 -2.446
H -2.917 -4.378 -2.709
C 0.455 -0.142 3.699
O 0.447 -0.537 2.535
N 0.767 -0.942 4.753
N 0.099 1.135 4.023
H 0.834 -0.494 5.646
H 0.950 -1.903 4.533
H 0.022 1.777 3.255
H 0.052 1.434 4.978
```

Frontier orbital gap = 9.44 eV
HOMO energy = -11.58 eV
Calculated total energy = -3667.9514 hartree
Charge = +1
2S+1 = 1
Energy above the lowest of the compared OMol25 structures with the same formula, charge and spin = 0.0 kcal/mol

---

Entry from OMol25: C3H2NP as an isolated structure (ωB97M-V/def2-TZVPD).

XYZ file:
```
7
Properties=species:S:1:pos:R:3
C 1.739 0.684 -0.052
C -1.566 0.025 0.078
C -0.087 -0.141 0.018
N 2.896 0.853 -0.039
P -3.104 0.149 0.001
H 0.007 -0.760 -0.876
H 0.115 -0.809 0.871
```

Frontier orbital gap = 9.04 eV
HOMO energy = -10.59 eV
Calculated total energy = -511.4434 hartree
Charge = 0
2S+1 = 1
Energy above the lowest of the compared OMol25 structures with the same formula, charge and spin = 53.2 kcal/mol